# C73H118N2O29

20 unconnected molecules or ions with the total composition C73H118N2O29 (ωB97M-V/def2-TZVPD, OMol25).

Last column: Löwdin charge in e.
CARTESIAN COORDINATES (ANGSTROEM)
C: -5.99794 3.30086 2.79968  -0.472
H: -3.21861 -0.82516 5.98754  0.118
O: -1.94969 3.25635 0.32582  0.036
H: -1.99691 0.74359 4.35884  0.113
H: 5.53628 -0.01159 0.29402  0.125
C: -1.21509 7.26541 -2.83875  -0.121
H: 4.53004 -2.24024 -0.62640  0.128
H: 3.13542 4.91501 2.13727  0.119
C: -1.66015 -0.59370 -5.14625  -0.122
H: -1.55405 1.17631 -6.40502  0.124
H: 0.47095 -1.84098 -0.70660  0.063
C: -1.41681 7.48821 2.31536  -0.032
C: 1.09893 0.97306 3.25362  -0.493
O: -3.93805 -0.34103 1.32934  -0.026
H: 1.00005 -0.79663 0.55712  0.071
C: 2.14866 3.26435 -4.70004  -0.148
H: -2.94292 9.60025 -1.45629  0.152
C: -0.60448 -8.62164 -2.62342  -0.013
C: 4.13439 -8.11949 -2.05864  -0.035
C: -3.51083 6.00892 1.97092  -0.001
C: 0.20927 -0.92176 -0.18254  -0.006
H: -4.76509 -2.77194 -1.64300  0.086
H: 2.34307 2.56735 -6.75516  0.125
H: 2.63590 4.33509 -6.52492  0.128
C: 0.08186 0.05009 3.80194  -0.040
C: 0.51934 -4.15239 3.19438  -0.347
C: -2.60384 3.23852 -0.67547  -0.456
H: 3.87332 -0.03789 0.95259  0.105
C: -3.02880 -5.53957 3.53795  -0.147
N: -2.22952 8.94920 -1.75175  0.006
H: 1.76421 -5.60301 -2.68881  0.053
O: 7.96715 6.55535 -1.07488  0.079
H: 5.80346 -0.94612 -2.10810  0.139
H: -4.70764 -3.32236 1.62586  0.113
O: 2.16965 0.69555 2.74421  0.087
C: -2.38053 4.46516 -1.63435  0.008
C: -3.69067 -1.52102 1.95618  -0.450
H: 4.91731 4.19177 -2.10513  0.083
H: -1.17225 7.35733 3.36948  0.084
C: -5.27471 -0.21109 0.90282  -0.141
C: -1.16982 0.91640 3.67024  -0.159
O: 0.02953 -4.02257 4.31793  0.076
C: -0.68475 2.29530 3.69633  -0.164
O: -2.62414 -1.81972 2.41347  0.101
H: -0.77381 2.70518 4.70240  0.134
H: 5.77677 -2.44837 5.97900  0.128
C: 6.25591 -2.58713 5.00984  -0.155
C: 5.35365 -0.98044 3.48826  -0.072
C: -2.50826 -7.90070 3.22116  -0.360
H: -5.28422 -2.32816 3.01520  0.109
C: -3.37509 -6.90945 4.05779  -0.059
H: -1.36233 -3.82593 -3.24174  0.075
H: 5.62819 3.68741 -3.58314  0.098
H: 4.96057 -8.07151 -1.34926  0.089
H: 1.01193 -2.28371 2.24092  0.098
C: 3.33765 -6.93476 -1.78315  -0.503
O: -2.93312 -3.96261 -0.52072  0.045
C: 5.47652 5.84678 -3.40082  -0.167
O: 6.29640 6.63569 -2.60521  0.021
H: 4.44107 6.14572 -3.23782  0.106
C: 0.42623 -3.17506 2.01602  -0.106
H: -2.98967 2.44697 -4.93155  0.138
H: 1.79240 -7.31046 -3.15882  0.061
H: -0.73532 6.84790 1.75530  0.066
C: -2.63429 -1.74061 5.89468  -0.068
C: -2.88603 7.44074 1.97644  -0.455
H: -1.03458 -2.31159 -2.55188  0.054
H: 1.41711 -3.95353 -6.39850  0.151
H: -3.87684 3.59841 3.05261  0.058
H: -1.26763 2.98677 3.08787  0.118
C: 2.41305 -6.45466 -2.89324  -0.004
H: -3.65980 -1.34987 -1.65665  0.086
H: 1.81177 -3.38348 0.29211  0.109
H: -0.46829 1.12508 -5.11176  0.103
H: -6.24261 4.59006 4.43206  0.090
H: 3.65632 -9.09134 -1.93605  0.094
H: 1.13112 2.32556 -1.14484  0.083
H: 0.05158 -0.91822 3.30238  0.103
H: 0.46075 7.13120 -1.51632  0.069
H: 4.32025 -1.23061 -3.08829  0.106
O: 2.59216 5.97540 -1.56707  0.088
N: 1.83731 -3.31217 -5.74109  0.037
H: -6.42170 2.86097 4.89939  0.085
H: 0.24239 -0.12723 4.86537  0.135
H: -3.10644 -6.97884 5.11189  0.125
H: 7.45066 -1.18752 3.66265  0.117
O: -2.91816 -4.00480 6.57331  -0.001
H: -4.42975 -7.14798 3.92032  0.130
C: 3.26520 4.26449 0.08523  -0.058
H: -3.87432 -2.42247 -3.08813  0.086
C: 4.47783 -0.09508 0.04739  -0.134
C: -3.81626 -2.37220 -2.00084  -0.006
H: 3.04308 -1.38732 -0.86961  0.098
C: -3.56196 2.14826 -1.07081  0.011
H: 3.24525 3.33472 -0.48330  0.091
H: -3.66633 1.45499 -0.23617  0.051
O: -3.52840 8.45280 1.79434  0.066
H: 2.60276 -0.17579 -4.95556  0.089
H: -1.05571 -5.97484 -0.30713  0.052
H: -4.39683 2.11565 3.64519  0.087
C: 1.11921 -3.91273 0.94658  -0.177
C: -2.59488 -5.88624 2.11521  -0.194
H: -1.72882 5.16211 -1.10743  0.065
H: 4.69652 -8.12408 -2.99249  0.090
C: 6.58893 -1.25894 4.32629  -0.150
H: 2.53343 -1.80573 -7.14317  0.098
H: 2.96003 -6.03421 -3.73712  0.090
C: -6.06594 -1.59075 1.11458  -0.072
C: -1.78499 -2.04138 7.12421  -0.155
O: 0.62586 2.18671 3.18739  0.053
C: -2.73748 -3.24311 -1.49590  -0.430
H: -1.04289 6.40280 -3.46538  0.072
C: 2.06300 3.46508 -6.20404  -0.138
H: -1.92367 1.88774 -3.52116  0.099
C: 0.21903 0.30878 -1.02837  -0.450
C: -1.39871 -3.30385 -2.28560  -0.016
C: -1.51311 0.92124 -5.34608  -0.174
H: -3.13078 8.24711 -3.56169  0.100
H: -2.13759 -7.33554 -0.49396  0.103
C: -2.44276 1.63838 -4.44661  -0.076
H: 1.78822 1.29058 0.11132  0.065
H: -0.42133 -7.58901 0.02063  0.097
C: 1.49364 -3.16194 -4.40926  -0.131
H: -2.22193 -5.01184 4.04642  0.097
C: 1.91502 -5.03759 1.59536  -0.198
C: 4.12487 -1.25454 -0.85517  -0.144
C: 1.88858 -1.92496 -3.90816  -0.132
C: 1.05674 4.19035 -4.14791  -0.073
H: 1.86965 -5.90753 0.94018  0.103
H: 6.73235 -0.59367 5.17774  0.114
C: -0.44550 7.65327 -1.78565  -0.121
C: -3.46809 0.53030 -4.18957  -0.410
H: 0.43632 -8.88541 -2.81117  0.069
H: 7.99500 4.35865 -2.81684  0.135
H: -4.51756 2.61526 -1.30920  0.109
H: 5.63034 -0.48126 2.55962  0.101
H: -0.76047 -1.70365 6.96803  0.107
H: 0.96529 -3.94051 -3.87910  0.083
H: -2.06459 -1.76627 4.96577  0.096
C: -1.12817 8.62242 -1.04604  -0.131
H: -6.99694 -1.42973 1.65809  0.105
H: -3.43978 -5.90492 1.42680  0.127
H: 1.88304 2.28916 -4.29194  0.101
H: -1.18879 -8.76789 -3.53187  0.089
H: -4.20474 2.27948 1.97169  0.065
C: -6.61168 3.60980 4.13046  -0.022
O: -0.35057 0.35373 -2.08799  0.074
O: 5.34729 -3.24349 4.14195  0.052
C: -3.55098 -3.01597 5.80191  -0.354
O: 1.37677 -5.23173 2.86689  0.042
H: -1.17206 8.55017 2.29460  0.077
H: -6.31117 -2.01737 0.14197  0.096
H: 1.73861 -1.47576 -2.93752  0.088
H: 0.36361 -4.34744 0.29220  0.090
H: 2.80538 3.16873 1.88954  0.092
O: 3.73151 -2.60107 2.69202  0.114
H: -3.16110 1.57655 -1.90780  0.056
O: -2.18807 -9.09438 3.41130  0.065
H: -1.55156 0.66426 2.68090  0.112
C: 7.13546 4.51852 -2.16589  -0.063
H: -5.69460 0.63585 1.44549  0.108
H: -2.12762 -1.51463 8.01485  0.114
H: 0.49996 3.88090 -3.26342  0.115
C: -1.76274 -3.56111 7.21806  -0.184
C: 4.72354 -0.81044 -2.16693  -0.061
H: 4.63048 -0.31823 3.96431  0.125
C: 4.38720 0.65378 -2.08573  -0.490
H: -0.68915 -3.85745 -1.67064  0.052
C: 1.17098 4.67049 1.43567  -0.124
C: -0.76601 -7.23065 -2.05833  -0.484
H: 0.39445 3.97422 1.11893  0.082
H: 5.71038 5.92781 -4.46235  0.124
C: 7.20209 5.95711 -1.84142  -0.458
H: 4.27998 4.65689 0.01925  0.120
C: 2.41333 5.37953 -0.52005  -0.401
C: -4.60202 2.81450 2.83427  -0.034
C: -1.10115 -7.01991 -0.61346  -0.009
O: 4.16625 1.43338 -2.97335  0.104
C: 2.40728 -1.23794 -4.96122  -0.122
H: 1.39697 5.22147 -4.05235  0.125
H: 0.16982 2.05596 0.22492  0.065
H: -0.90933 -3.99341 6.69566  0.113
C: 2.63023 4.17698 1.51422  -0.116
H: -0.59421 -2.86999 1.78424  0.097
H: -4.56647 6.07217 2.23499  0.078
H: -3.90927 -4.89722 3.52230  0.099
H: -0.99792 -9.40362 -1.97396  0.081
H: -3.40281 4.82917 -1.73708  0.089
H: -3.34400 5.50371 1.01959  0.071
O: -6.66825 3.37811 1.74265  0.042
H: -1.73037 -3.81137 8.27844  0.127
H: -7.68988 3.69783 3.99688  0.087
O: 0.66758 3.72667 -6.42896  -0.002
O: -1.11193 4.57340 -5.22687  0.086
H: 7.15208 -3.16891 5.22554  0.127
H: 3.10706 3.64445 -4.34632  0.100
H: 7.34801 3.99168 -1.23563  0.127
H: -0.84375 -0.97569 -4.53332  0.097
O: -4.65078 -3.17147 5.25470  0.069
O: -4.55848 0.54394 -3.57556  0.052
O: 1.34155 5.64872 0.35085  -0.036
C: -2.29764 8.17606 -2.87814  -0.111
O: -0.76128 -6.28063 -2.80430  0.044
O: -2.96981 -0.67929 -4.54954  0.003
C: -4.98808 -2.32556 1.96621  -0.057
H: -0.76349 -1.18292 0.23416  0.097
O: -2.04458 -7.16959 2.14452  -0.022
C: 2.37755 -2.08939 -6.11281  -0.102
H: 2.96319 -4.74190 1.55061  0.108
O: 3.53147 -6.37098 -0.74418  0.085
H: -0.91415 9.13911 -0.12213  0.102
H: -1.76465 -5.26175 1.78531  0.109
H: -1.60328 -0.97767 -6.16479  0.124
O: 4.29605 1.05021 -0.81343  0.009
C: 0.06061 4.26281 -5.30399  -0.434
H: -5.07597 0.02061 -0.14356  0.103
C: 5.72452 4.43520 -2.79597  -0.128
H: -3.13846 5.37840 2.77832  0.053
H: -1.92085 4.35315 -2.61631  0.055
H: 0.77841 5.18396 2.31336  0.114
C: 0.87611 1.54427 -0.42886  0.014
C: 4.72922 -2.36932 3.33995  -0.443

Atoms 1-3, force components in eV/Å:
C -2.1 -0.6 -2.5
H -0.1 -0.2 -0.3
O 0.4 -0.7 1.9

Values from the calculation:
Net charge   0
Maximum force   0.0861 hartree/bohr
E_tot   -139971.281 eV
HOMO level   -7.5 eV
Kohn-Sham gap   7.5752 eV
LUMO energy   0.07 eV